# 1
Entry from the OMol25 dataset: C28H41MnN5O4PSSb as an isolated structure (ωB97M-V/def2-TZVPD).

Last column: Löwdin spin population.
Cartesian coordinates (Å):
Mn: 0.0554 -1.1197 0.0933  2.91
C: 5.9447 -2.0248 -4.9641  0.00
C: 4.9623 -1.4492 -3.9843  0.00
C: 4.7654 -2.0293 -2.7378  0.00
C: 3.8664 -1.4879 -1.8279  0.00
C: 3.1580 -0.3537 -2.1774  0.00
C: 3.3373 0.2505 -3.4185  0.00
C: 4.2352 -0.3012 -4.3102  0.00
S: 1.9871 0.3657 -1.0774  0.01
O: 0.6453 0.0621 -1.6491  0.06
O: 2.2759 1.7713 -0.9340  0.01
N: 2.0345 -0.4845 0.2718  -0.01
C: 2.1331 0.3232 1.4879  0.01
C: 0.8269 1.0770 1.6798  0.06
O: 0.8329 2.2512 2.0981  0.14
O: -0.2404 0.4866 1.2844  0.06
H: 6.3774 -2.9529 -4.5947  0.00
H: 6.7591 -1.3233 -5.1512  0.00
H: 5.4651 -2.2288 -5.9221  0.00
H: 5.3301 -2.9127 -2.4662  0.00
H: 3.7211 -1.9273 -0.8507  0.00
H: 2.7850 1.1459 -3.6723  0.00
H: 4.3841 0.1664 -5.2759  0.00
H: 2.9564 1.0362 1.4632  0.00
H: 2.2909 -0.3451 2.3373  0.00
C: 2.0775 4.9647 1.2045  0.00
C: 0.9738 4.9744 0.1551  0.06
Sb: -0.5132 3.4805 0.4538  0.43
C: -1.8597 3.7040 -1.2435  0.14
C: -1.7882 5.0908 -1.8734  0.03
C: -1.6723 4.1677 2.1013  0.03
C: -2.5065 5.4071 1.8024  0.01
H: 2.7828 5.7718 1.0040  0.00
H: 2.6199 4.0214 1.1966  0.00
H: 1.6823 5.1088 2.2107  0.00
H: 1.3728 4.8175 -0.8472  0.00
H: 0.4356 5.9264 0.1463  0.01
H: -2.8561 3.4823 -0.8547  0.00
H: -1.6044 2.9242 -1.9603  0.00
H: -2.0392 5.8783 -1.1618  0.00
H: -2.4931 5.1643 -2.7040  0.01
H: -0.7948 5.3008 -2.2706  0.00
H: -0.9563 4.3393 2.9057  0.00
H: -2.2930 3.3273 2.4163  0.00
H: -1.8826 6.2532 1.5089  0.00
H: -3.0689 5.7126 2.6858  0.00
H: -3.2290 5.2314 1.0034  0.00
N: 0.4661 -3.0847 0.0126  0.01
C: 0.7496 -4.1905 -0.1022  0.01
C: 1.1045 -5.5666 -0.2477  0.00
C: 1.1257 -6.1205 -1.5295  0.00
C: 1.4746 -7.4509 -1.6782  0.00
C: 1.7955 -8.2141 -0.5633  0.00
C: 1.7717 -7.6558 0.7078  0.00
C: 1.4273 -6.3262 0.8757  0.00
H: 0.8747 -5.5128 -2.3881  0.00
H: 1.4962 -7.8929 -2.6646  0.00
H: 2.0682 -9.2537 -0.6860  0.00
H: 2.0235 -8.2576 1.5699  0.00
H: 1.4088 -5.8804 1.8607  0.00
C: -5.2008 -1.1633 -1.0947  0.00
N: -4.6708 -2.4913 -0.7838  0.00
C: -4.9849 -2.8059 0.6095  0.00
N: -4.5045 -1.8068 1.5636  0.00
C: -5.0413 -0.5011 1.1834  0.00
N: -4.7289 -0.1111 -0.1926  0.00
C: -3.2991 0.1363 -0.3661  0.00
P: -2.2966 -1.3689 -0.0084  -0.01
C: -3.2342 -2.5718 -1.0455  0.00
C: -3.0454 -1.7870 1.6287  0.01
H: -6.2883 -1.2092 -1.0186  0.00
H: -4.9369 -0.9016 -2.1207  0.00
H: -4.5616 -3.7792 0.8636  0.00
H: -6.0704 -2.8663 0.7032  0.00
H: -4.6585 0.2579 1.8680  0.00
H: -6.1271 -0.5408 1.2831  0.00
H: -2.9730 0.9319 0.3098  0.00
H: -3.1035 0.4734 -1.3871  0.00
H: -2.8794 -3.5856 -0.8428  0.00
H: -3.0450 -2.3693 -2.1024  0.00
H: -2.7157 -1.0480 2.3629  0.00
H: -2.6804 -2.7627 1.9591  0.00

max |F|	0.4	eV/Å
total charge	+1
multiplicity	5
gap between HOMO and LUMO (alpha / beta)	7.83 / 6.49	eV
expectation value of S²	6.03
relative energy (zero: lowest compared OMol25 entry of this formula, charge and spin)	27.7	kcal/mol
E	-103316.9499	eV
HOMO energy (alpha / beta)	-10.21 / -10.17	eV


# 2
Entry from the OMol25 dataset: C28H41N2NbO16P as an isolated structure in a non-equilibrium geometry (ωB97M-V/def2-TZVPD).

Last column: Mulliken charge in e.
Cartesian coordinates (Å):
C: -0.2464 -2.5101 -4.3679  -0.83
C: 0.2733 -1.6860 -5.5466  -0.47
O: 1.2872 -0.7588 -5.1330  -0.36
P: 0.9734 0.8397 -5.1349  0.92
O: 0.9707 1.4438 -6.4872  -0.81
C: -0.5829 1.0972 -4.2284  0.00
C: -0.6181 2.2208 -3.1714  -1.06
Nb: -1.9453 1.6524 -1.4124  -0.93
C: -3.5174 1.9892 0.1218  0.09
N: -3.7131 0.5828 0.4610  -0.69
C: -0.8320 3.4233 -0.4951  -1.20
C: 0.0949 3.4030 0.7292  0.54
O: -0.6098 2.9940 1.9082  -0.56
C: 1.3444 2.5031 0.5329  0.00
N: 1.3042 1.2741 1.3340  -0.22
O: 2.2244 1.3459 -4.2598  -0.43
C: 2.9835 0.6101 -3.2999  -0.70
C: 2.1786 -0.2036 -2.3011  0.39
H: -1.2446 -2.9053 -4.5925  0.31
H: -0.3277 -1.9036 -3.4603  0.14
H: 0.4206 -3.3528 -4.1542  0.30
H: 0.7529 -2.3345 -6.2896  0.37
H: -0.5357 -1.1535 -6.0633  0.36
H: -0.8980 0.1428 -3.7905  0.03
H: -1.3105 1.3228 -5.0219  0.48
H: 0.3634 2.3764 -2.6978  0.22
H: -0.8755 3.1721 -3.6521  0.51
H: -0.8582 0.2774 -0.7773  0.29
H: -2.6410 0.1139 -2.2296  -0.07
H: -3.1125 2.5621 -2.5184  -0.07
H: -4.4406 2.4652 -0.2276  0.40
H: -3.1431 2.5649 0.9796  -0.23
H: -4.4760 0.2117 -0.0948  0.28
H: -2.9032 -0.0015 0.2169  0.23
H: -0.2716 3.9137 -1.3100  0.68
H: -1.6855 4.0874 -0.2452  0.15
H: 0.4706 4.4294 0.9082  0.21
H: -0.9827 3.7905 2.3051  0.32
H: 1.3832 2.2032 -0.5223  -0.53
H: 2.2453 3.1066 0.7430  0.40
H: 1.8747 0.5628 0.8974  -0.01
H: 1.6655 1.4335 2.2651  0.23
H: 3.6874 -0.0250 -3.8544  0.28
H: 3.5718 1.3786 -2.7860  0.40
H: 2.1311 -1.2635 -2.5682  0.30
H: 2.6449 -0.1404 -1.3115  -0.15
H: 1.1627 0.1812 -2.1872  -0.37
C: 5.9650 -2.7987 2.1300  -0.94
C: 4.7762 -2.4460 1.6115  0.46
C: 4.3998 -2.7334 0.1603  1.08
O: 3.2732 -2.4040 -0.1540  -0.48
C: 5.3611 -3.3701 -0.7067  -1.34
C: 6.5486 -3.7101 -0.1853  0.43
C: 6.9148 -3.4535 1.2705  1.13
O: 8.0264 -3.8316 1.6065  -0.66
O: 7.5214 -4.3042 -0.8608  -0.61
O: 3.8210 -1.8302 2.2841  -0.59
H: 6.2377 -2.6059 3.1577  0.47
H: 5.0920 -3.5572 -1.7365  0.49
H: 8.2468 -4.4264 -0.2133  0.38
H: 3.0713 -1.6989 1.6587  0.17
C: -4.7255 3.6998 3.7994  -1.04
C: -6.0605 3.6608 3.9067  0.32
C: -6.9844 4.4096 2.9576  1.11
O: -8.1800 4.2800 3.1735  -0.67
C: -6.4135 5.1969 1.8978  -0.93
C: -5.0754 5.2334 1.7811  0.41
C: -4.1527 4.4902 2.7377  0.97
O: -2.9616 4.6187 2.5249  -0.65
O: -4.4303 5.9040 0.8462  -0.63
O: -6.7201 2.9805 4.8344  -0.61
H: -4.0628 3.1633 4.4629  0.47
H: -7.0744 5.7210 1.2225  0.43
H: -3.4787 5.7067 0.9709  0.35
H: -7.6675 3.1386 4.6416  0.38
C: 1.4296 -4.4582 2.1768  -0.80
C: 0.4960 -3.5189 2.4093  0.05
C: -0.6764 -3.7560 3.3477  0.91
O: -1.4418 -2.8256 3.5029  -0.61
C: -0.8030 -5.0507 3.9859  -1.09
C: 0.1277 -5.9826 3.7406  0.27
C: 1.3157 -5.7348 2.8226  1.13
O: 2.0984 -6.6654 2.7071  -0.68
O: 0.1280 -7.2023 4.2638  -0.59
O: 0.5247 -2.3259 1.8502  -0.21
H: 2.2556 -4.2851 1.5017  0.51
H: -1.6449 -5.2208 4.6417  0.43
H: 0.9311 -7.6322 3.9017  0.39
H: -0.2458 -1.8118 2.1581  0.31

max |F|	1.2	eV/Å
total charge	-1
gap between HOMO and LUMO	4.71	eV
E	-76276.5512	eV
HOMO energy	-4.70	eV


Q: The highest total charge belongs to which entry?
A: C28H41MnN5O4PSSb